Here is a cluster of 2 separate species, C3H10N2OS in total from the Open Molecules 2025 dataset. Energies are from ωB97M-V/def2-TZVPD.

Last column: natural (NBO) charge in e.
Geometry (Å):
S: 0.119 1.073 0.451  1.789
O: -0.895 2.077 0.591  -0.911
N: 0.173 0.624 -1.182  -0.603
N: 1.576 1.149 1.012  -1.036
C: -0.635 -1.170 1.981  -0.521
C: -1.135 0.346 -1.612  -0.450
C: 1.229 -0.393 -1.219  -0.451
H: -1.564 -0.565 -1.090  0.176
H: -1.297 -1.868 1.423  0.170
H: 0.891 -1.497 -1.525  0.190
H: 2.091 -0.202 -1.776  0.211
H: -1.174 -0.802 2.838  0.164
H: -1.777 1.119 -1.063  0.253
H: 0.382 -1.339 2.145  0.168
H: -1.179 0.313 -2.699  0.223
H: 1.625 1.623 1.883  0.390
H: 1.569 -0.489 -0.158  0.239

Computed properties:
E_HOMO (alpha / beta) = -7.334 / -9.757 eV
ΔE to the lowest compared entry with this formula, charge and spin = 26.04 kcal per mole
Spin multiplicity = 3
Energy = -703.00056 Ha
Frontier orbital gap (alpha / beta) = 8.236 / 8.155 eV